This record from the OMol25 dataset describes a molecular structure, C27H27MoN7O3S2. The level of theory is ωB97M-V/def2-TZVPD.

Each line ends with the natural charge from an NBO analysis.
Geometry (Å):
Mo  -0.374  -0.263  -0.150  1.1690
S  0.728  1.922  1.068  -0.1886
S  -0.225  -1.153  1.940  0.1049
O  0.075  -1.910  -1.072  -0.6769
O  -2.350  -5.383  -1.114  -0.6425
O  -1.651  1.124  -0.244  -0.6790
N  1.472  -0.263  3.846  -0.2974
N  0.637  4.530  0.831  -0.5597
N  0.049  3.400  -1.072  -0.5656
N  1.912  -0.366  -0.379  -0.4325
N  -2.199  -1.413  -0.428  -0.3298
N  -2.006  -2.742  -0.748  -0.4010
N  2.478  -0.468  1.935  -0.3477
C  0.502  5.848  0.207  -0.2219
C  0.432  3.378  0.200  0.3770
C  -4.785  2.891  0.142  -0.1390
C  3.583  -0.825  -2.035  -0.2171
C  -0.255  -4.231  -1.503  -0.2013
C  2.315  -0.438  -1.655  0.0835
C  1.293  -0.611  2.571  0.2907
C  4.076  -1.146  0.275  -0.2387
C  -5.702  1.843  0.124  -0.2157
C  1.606  -5.549  -2.306  -0.2538
C  0.792  -6.686  -2.281  -0.1328
C  -0.779  -2.944  -1.094  0.5756
C  -3.885  0.278  -0.148  -0.2266
C  -2.977  1.343  -0.136  0.4064
C  -3.440  -1.064  -0.349  0.1971
C  -5.255  0.548  -0.022  -0.1144
C  -3.427  2.650  0.018  -0.2629
C  -0.151  4.627  -1.845  -0.2206
C  -0.522  -6.608  -1.878  -0.2530
C  -1.067  -5.384  -1.487  0.3712
C  0.425  -0.260  4.866  -0.4140
C  1.083  -4.341  -1.919  -0.1529
C  2.803  -0.681  0.564  0.3952
C  4.473  -1.217  -1.049  -0.1068
C  3.408  0.008  2.850  -0.0445
C  0.737  5.723  -1.287  -0.4273
C  2.778  0.124  4.036  -0.0233
H  -0.348  0.454  4.587  0.2406
H  2.634  -5.624  -2.630  0.2260
H  -2.707  3.455  0.042  0.2187
H  0.093  4.411  -2.883  0.2319
H  1.232  6.512  0.665  0.2355
H  -0.494  6.249  0.414  0.2100
H  1.194  -7.643  -2.585  0.2333
H  -5.139  3.906  0.257  0.2363
H  -4.184  -1.843  -0.480  0.2299
H  -2.639  -4.481  -0.890  0.5071
H  0.924  4.469  1.794  0.4281
H  5.463  -1.575  -1.299  0.2551
H  4.415  0.249  2.566  0.2609
H  0.514  6.670  -1.776  0.2530
H  1.576  -0.188  -2.405  0.2196
H  -6.759  2.044  0.223  0.2436
H  0.876  0.031  5.810  0.2417
H  4.736  -1.458  1.070  0.2511
H  -1.159  -7.481  -1.860  0.2442
H  3.847  -0.844  -3.082  0.2570
H  -5.961  -0.272  -0.043  0.2332
H  -0.138  2.509  -1.495  0.4175
H  -0.001  -1.256  4.958  0.2422
H  3.140  0.458  4.992  0.2621
H  1.784  5.485  -1.481  0.2232
H  -1.203  4.922  -1.803  0.2072
H  1.697  -3.450  -1.934  0.2077

Computed properties:
E: -2518.2830 Eh
relative energy (zero: lowest compared OMol25 entry of this formula, charge and spin): 20.86 kJ/mol
total charge: +2
HOMO level (spin up / spin down): -12.7 / -12.7 eV
LUMO (spin up / spin down): -6.72 / -6.76 eV